C23H65BF4N13O11Rb | ωB97M-V/def2-TZVPD

Geometry as XYZ:
```
118
Properties=species:S:1:pos:R:3:forces:R:3
Rb -0.233691 -3.663456 0.262210 -0.159 -0.091 -0.281
B -0.548087 -0.310039 1.176807 -4.030 -2.038 -0.279
F -0.104738 -1.366195 1.914034 1.342 -2.130 0.716
F -1.037083 -0.794968 -0.024187 0.531 -0.175 -1.018
F -1.606388 0.289037 1.822378 -1.369 0.463 0.869
F 0.384223 0.575915 1.132173 4.478 2.712 -0.695
C 3.937894 -1.181650 -5.927452 -0.690 -0.592 -0.900
O 2.618117 -1.664718 -5.907814 -2.767 0.979 0.045
C 1.555423 -0.634193 -6.075520 -0.676 -2.312 0.620
C 0.209846 -1.166428 -5.372792 1.709 1.848 0.787
N 0.451945 -0.948625 -3.884751 0.145 -1.586 -1.567
C -0.733706 -1.078000 -3.108708 -2.232 1.239 0.779
C -1.479634 0.262554 -2.791935 0.129 -0.235 -0.997
O -2.043440 0.950590 -3.943778 1.465 -1.360 -0.467
C -1.899760 2.356695 -4.021906 -0.210 0.431 1.377
H 4.153849 -0.694439 -4.976610 0.611 -0.069 -0.046
H 4.095299 -0.530232 -6.787092 0.111 0.410 0.106
H 4.443855 -2.113371 -6.180453 0.916 0.338 0.680
H 1.350268 -0.488020 -7.136009 0.321 0.195 -0.055
H 1.889779 0.271011 -5.568662 -0.244 0.164 -0.252
H -0.107152 -2.169888 -5.656847 0.647 -0.395 0.179
H -0.686422 -0.580782 -5.577286 0.390 0.573 -0.406
H 0.973237 -1.758281 -3.580109 0.784 -0.084 -0.313
H -0.470874 -1.598546 -2.187814 -0.084 0.527 0.499
H -1.566447 -1.696504 -3.443487 0.249 -0.569 -1.075
H -0.771824 0.923194 -2.291278 -0.460 0.174 0.320
H -2.354037 -0.079141 -2.238085 0.193 0.453 0.812
H -1.693646 2.795785 -4.998035 -0.527 -0.763 -0.417
H -1.083922 2.768918 -3.428113 0.233 -0.373 0.436
H -2.818413 2.726581 -3.566527 -0.014 0.745 -0.402
C 6.323988 -1.523585 1.825347 0.132 0.825 0.335
O 5.958328 -0.181746 2.290874 -0.197 -1.412 -0.324
C 4.556079 -0.127957 2.526838 2.058 1.341 1.017
C 3.817665 0.646951 1.418665 0.380 -0.946 -1.078
N 3.993388 2.070963 1.359300 -1.925 -1.126 2.221
C 3.291565 2.825845 2.366095 0.381 0.784 -0.718
C 2.845770 4.153100 1.674993 0.995 -0.821 0.748
O 2.516663 5.095202 2.616480 -0.389 0.518 0.739
C 1.285496 4.907864 3.345201 -0.220 0.741 -0.553
H 7.405035 -1.662512 1.837189 -0.029 0.595 -0.157
H 5.939761 -1.671773 0.816142 -0.002 -0.154 -0.035
H 5.961473 -2.291778 2.508403 -0.393 0.058 0.031
H 4.399760 0.483212 3.415728 0.154 0.209 0.258
H 4.250057 -1.108286 2.892107 -0.946 -0.057 -0.983
H 2.790120 0.453517 1.726611 -0.456 0.162 -0.473
H 4.054116 0.323608 0.404944 -0.171 -0.608 0.176
H 4.020610 2.537303 0.463817 0.528 -0.113 -1.231
H 4.022700 2.973920 3.160831 0.188 0.671 0.296
H 2.485256 2.279056 2.854962 -0.096 -0.368 -0.280
H 2.144661 3.942008 0.867535 -0.718 -0.022 0.225
H 3.727455 4.487793 1.128432 0.175 0.468 0.152
H 1.257332 4.167200 4.144400 0.442 -0.580 -0.425
H 0.487697 4.770811 2.615253 -0.150 -0.207 0.388
H 1.060551 5.829866 3.881308 0.273 0.197 -0.321
C 0.813589 -4.983041 -3.343468 -0.488 -0.321 -0.093
O -0.388471 -5.036371 -2.603593 1.649 0.807 0.639
C -1.602287 -5.018703 -3.264542 -0.603 -0.343 0.409
C -2.558753 -5.137913 -2.088001 -1.517 0.398 -1.128
N -2.715130 -3.853932 -1.347645 0.647 -0.792 -0.517
C -3.667569 -3.951915 -0.251453 0.177 0.530 -0.744
C -3.759915 -2.612003 0.459036 -0.035 0.069 0.462
O -4.219695 -1.534330 -0.339188 -0.319 0.217 -0.130
C -4.912707 -0.525575 0.423376 -0.310 -0.178 -0.136
H 1.584702 -5.057599 -2.576711 0.314 0.255 -0.414
H 0.859516 -4.090956 -3.968128 0.284 0.295 0.149
H 0.895395 -5.833807 -4.019926 0.046 -0.219 -0.022
H -1.607869 -5.810301 -4.013836 -0.470 -0.613 0.261
H -1.862073 -4.144735 -3.861860 0.477 0.747 0.164
H -2.243065 -5.966108 -1.453549 0.205 0.278 0.324
H -3.517139 -5.458614 -2.496343 -0.412 -0.037 0.035
H -2.988744 -3.097719 -1.958699 -0.083 -0.035 -0.353
H -3.225427 -4.758133 0.333894 -0.476 0.152 0.928
H -4.678146 -4.248646 -0.532149 -0.121 -0.258 -0.335
H -2.749699 -2.318637 0.744502 0.070 -0.067 0.811
H -4.458455 -2.732024 1.287130 0.424 0.044 0.502
H -4.370155 0.004693 1.206045 0.905 -0.343 -0.074
H -5.752787 -0.961215 0.964290 -0.250 -0.149 -0.245
H -5.258310 0.244308 -0.266500 -0.074 -0.309 -0.189
C 2.540475 1.561390 -1.799842 -0.163 -1.366 -1.032
O 3.232212 2.455719 -1.312388 -0.231 -0.045 0.760
N 2.545558 1.214502 -3.087053 2.172 2.413 -2.355
N 1.704641 0.689140 -1.241699 -0.717 -0.543 3.033
H 2.161660 0.387258 -3.521094 -0.341 0.225 0.244
H 3.063257 1.908470 -3.607147 -0.047 -0.514 -0.711
H 1.149508 0.128989 -1.872687 -0.107 0.059 0.468
H 1.564066 0.672943 -0.241666 -0.244 -0.050 -0.599
C -2.945292 -1.286135 4.199326 -7.956 -3.265 -0.720
O -4.123399 -1.699567 3.989006 1.655 0.338 0.223
N -1.873972 -1.792160 3.774790 6.409 -4.145 -4.182
N -2.664648 -0.351745 4.973775 -1.224 6.522 4.483
H -1.914413 -2.696048 3.325957 -0.369 0.241 -0.196
H -1.415218 -1.100513 3.199223 0.379 -0.620 0.424
H -1.801647 0.171943 4.940996 -0.077 -0.192 0.341
H -3.529282 0.074601 5.274988 0.420 0.842 0.398
C -2.512458 3.719173 3.841042 0.468 1.904 0.667
O -1.318902 3.615576 4.079295 0.485 -0.057 0.437
N -3.181273 3.053698 2.972384 -0.714 -4.791 -3.791
N -3.386371 4.606127 4.304165 -0.888 3.637 2.996
H -4.182597 3.131911 2.865876 0.557 -0.214 -0.199
H -2.672298 2.292618 2.545990 -0.499 -0.178 -0.264
H -3.100171 5.490162 4.699997 0.229 -0.402 0.207
H -4.364341 4.594230 4.052125 0.489 -0.061 -0.054
C -1.506387 3.304838 -0.015516 -2.598 5.851 -1.546
O -1.862175 4.476999 -0.296424 0.243 -1.541 0.060
N -2.091083 2.230491 -0.412530 -2.994 -3.414 -2.283
N -0.566570 3.035062 0.787009 5.478 -0.491 3.826
H -1.731497 1.328987 -0.133082 -0.768 0.219 -0.317
H -2.988089 2.321774 -0.867651 0.322 -0.272 -0.058
H 0.007849 3.777301 1.160127 -0.335 -0.227 -0.250
H -0.234976 2.084152 0.863942 -0.061 1.006 0.254
C 0.943478 0.225168 4.951782 1.520 -0.709 3.664
O 1.142097 0.443330 6.138354 -0.498 0.957 0.268
N 1.530718 -0.791576 4.386264 1.869 -3.128 -2.149
N 0.227657 0.912367 4.120857 -1.960 2.804 -0.983
H 1.880983 -1.516768 4.995774 -0.152 0.013 -0.342
H 1.219142 -0.958181 3.440074 0.394 -0.944 0.308
H 0.019925 1.817123 4.518810 -0.942 0.433 -0.947
H -0.002970 0.566541 3.200359 -0.045 0.941 0.551
```
Forces are in eV/Å.

## Properties
* highest occupied orbital energy (spin up / spin down): -0.410 / -0.410 Ha
* total charge: +1
* DFT total energy: -78997.0265 eV
* orbital gap (spin up / spin down): 7.906 / 4.982 eV
* multiplicity: 2
* expectation value of S²: 0.755

=====

C20H20IrN2 | ωB97M-V/def2-TZVPD

Geometry as XYZ:
```
43
Properties=species:S:1:pos:R:3:forces:R:3
C 2.261007 1.199716 -2.532733 1.259 1.626 0.380
C 2.949378 0.057241 -2.027196 1.063 -0.423 0.544
C 3.068234 0.209466 -0.566424 0.640 -0.443 -0.711
C 2.465503 1.438656 -0.214663 0.998 1.773 -0.530
C 1.968794 2.069954 -1.426069 0.420 -0.670 0.278
Ir 1.033168 0.020262 -1.224190 -0.091 -0.005 -0.618
C 0.400030 -1.814047 -1.522370 -0.329 -2.750 0.414
C -0.247081 -1.073297 -2.687162 1.694 -2.312 -2.327
C -0.220038 -1.481168 -4.074358 0.615 0.380 3.237
N -0.609817 0.210299 -2.312265 -4.381 0.226 -1.486
H 3.566594 -0.486365 0.097879 -0.079 0.158 -0.107
H 3.313961 -0.792291 -2.610946 -0.073 0.434 0.248
H 2.428822 1.869467 0.765064 -0.101 0.048 0.301
H 1.409234 2.997695 -1.483605 0.135 -0.223 0.009
H 1.990054 1.382938 -3.546029 -0.156 0.021 -0.470
H 1.187330 -2.632463 -1.715697 -1.551 1.098 -0.035
H -1.616935 0.181939 -2.024168 1.166 0.372 0.453
H -0.314122 -2.059778 -0.705748 0.432 -0.406 -0.715
H 0.128940 -2.427894 -4.514576 -0.298 0.543 0.604
H -0.670969 -0.709105 -4.623710 -0.435 0.601 -1.424
C -3.125061 3.109529 1.347051 0.400 0.030 0.191
C -1.814666 3.445641 1.011537 0.094 -0.155 -0.300
C -0.891409 2.461226 0.627975 -0.078 -0.572 0.238
C -1.256604 1.098272 0.624404 -2.159 0.298 0.699
C -2.631809 0.792690 0.922768 0.779 -0.804 -0.032
C -3.523631 1.777162 1.316851 -0.060 -0.159 -0.267
N -0.346008 0.074463 0.413820 0.596 0.585 1.216
C -0.121789 -0.894387 1.403030 0.325 -0.481 0.421
C 1.135715 -1.020970 2.000333 -0.704 0.800 -0.968
C 1.376794 -2.065001 2.905383 0.960 -0.604 0.703
C 0.337692 -2.943586 3.261968 -0.868 -0.022 -0.289
C -0.917401 -2.828150 2.653063 1.011 -1.664 1.859
C -1.121444 -1.864531 1.678788 -1.517 1.252 -1.185
H -3.808848 3.873409 1.691227 -0.050 0.070 -0.072
H -1.491184 4.489067 1.042876 -0.102 -0.323 0.002
H 0.144204 2.711719 0.428320 -0.157 0.041 -0.009
H -2.949875 -0.268360 0.894606 0.238 1.031 0.026
H -4.538095 1.482430 1.597802 0.284 0.185 -0.119
H 1.926013 -0.316247 1.751923 -0.290 -0.074 0.081
H 2.386625 -2.169907 3.322925 -0.508 -0.031 -0.062
H 0.531250 -3.715576 4.013127 -0.177 0.177 -0.214
H -1.735264 -3.516519 2.931754 0.522 0.371 -0.171
H -2.057293 -1.873598 1.107432 0.531 0.003 0.209
```
Forces are in eV/Å.

## Properties
* highest occupied orbital energy (spin up / spin down): 0.009 / -0.166 Ha
* total charge: -1
* DFT total energy: -26875.5805 eV
* orbital gap (spin up / spin down): 2.570 / 6.123 eV
* multiplicity: 5
* expectation value of S²: 6.069

=====

C16H32O4S3 | ωB97M-V/def2-TZVPD

Geometry as XYZ:
```
55
Properties=species:S:1:pos:R:3:forces:R:3
C 6.856055 -1.779125 5.146701 -0.078 0.224 -0.060
C 6.242344 -0.692653 4.271384 0.031 -0.174 -0.160
C 5.166127 -1.217101 3.319086 -0.066 0.189 0.331
C 3.898693 -1.669022 4.042123 0.093 -0.098 -0.366
C 2.830083 -2.213681 3.092404 -0.055 0.013 0.178
C 2.246653 -1.150939 2.175707 -0.312 -0.541 -0.353
H 2.954048 -0.819599 1.419236 0.101 0.134 -0.104
H 1.878158 -0.303861 2.752140 -0.165 0.115 -0.076
S 0.811026 -1.886097 1.271426 1.040 1.321 -0.340
O -0.228292 -2.093262 2.281139 -0.913 -0.396 0.848
C 0.336674 -0.292932 0.370665 0.393 -0.318 0.632
C 0.844898 -0.388048 -1.046617 -0.450 -0.257 -0.397
H 1.691588 -1.059502 -1.159405 0.068 -0.059 -0.121
H 1.061179 0.580532 -1.489832 -0.036 0.026 -0.077
S -0.564890 -1.120801 -1.966315 0.093 -0.498 -0.552
O -1.125790 -0.137606 -2.853719 -0.093 0.172 -0.065
O -0.192153 -2.383758 -2.534977 0.139 -0.277 0.286
C -1.682417 -1.311031 -0.541624 0.519 -0.038 -0.537
C -1.177436 -0.207746 0.340161 -0.236 0.604 0.145
H -1.582647 -0.220278 1.353607 -0.100 0.102 -0.109
S -1.522035 1.467190 -0.439241 -0.849 -0.612 0.777
O -1.010151 2.401794 0.571406 0.619 0.905 0.746
C -3.360983 1.455196 -0.229396 0.392 -0.348 -0.408
C -4.022277 1.289454 -1.589543 -0.307 0.162 -0.102
C -4.083159 2.592240 -2.386888 0.242 -0.221 -0.060
C -2.697531 3.127179 -2.741099 -0.277 0.345 -0.134
C -2.744832 4.321978 -3.696045 0.078 -0.193 -0.004
C -3.145678 3.936980 -5.115488 0.020 0.140 0.200
H -2.484394 3.162053 -5.495979 0.056 -0.098 -0.104
H -3.080000 4.800523 -5.773689 -0.030 0.023 -0.123
H -4.166261 3.564838 -5.150639 -0.109 -0.063 -0.082
H -1.753882 4.779765 -3.725803 -0.023 0.088 0.038
H -3.441523 5.069399 -3.308937 0.042 0.092 0.048
H -2.109792 2.324960 -3.192582 0.093 -0.012 0.034
H -2.189847 3.440223 -1.825121 0.060 0.052 -0.052
H -4.632534 3.346039 -1.816859 -0.076 0.042 -0.006
H -4.640766 2.399127 -3.304155 -0.081 0.044 -0.020
H -5.039186 0.912033 -1.450987 0.058 -0.077 0.014
H -3.464026 0.556902 -2.177320 -0.127 -0.101 -0.046
H -3.632863 0.658090 0.458507 0.014 -0.030 0.138
H -3.606227 2.413816 0.224565 0.183 0.073 0.077
H -1.535506 -2.296462 -0.103916 -0.005 -0.053 0.004
H -2.706750 -1.190391 -0.876533 -0.063 -0.041 -0.170
H 0.739110 0.565958 0.911491 0.035 -0.111 0.006
H 2.010244 -2.629927 3.682827 0.016 -0.066 -0.039
H 3.252915 -3.021513 2.490554 -0.010 -0.079 0.007
H 4.150950 -2.456321 4.753115 -0.040 0.017 0.089
H 3.485890 -0.830138 4.606998 -0.020 0.021 0.108
H 5.571941 -2.053563 2.745165 0.013 -0.034 -0.114
H 4.914420 -0.420629 2.615611 0.004 -0.021 -0.110
H 5.812448 0.085648 4.905788 0.019 0.102 -0.025
H 7.035437 -0.232461 3.677348 -0.016 0.087 0.045
H 7.668607 -1.367826 5.741007 0.079 -0.046 0.094
H 7.254949 -2.582956 4.531672 0.062 -0.126 -0.031
H 6.120374 -2.198516 5.827743 -0.026 -0.104 0.102
```
Forces are in eV/Å.

## Properties
* highest occupied orbital energy: -0.331 Ha
* DFT total energy: -57805.1390 eV
* orbital gap: 9.544 eV
* multiplicity: 1
* ΔE to the lowest compared entry with this formula, charge and spin: 26.58 kJ/mol

=====

Among the records above, which one has the lowest multiplicity?
C16H32O4S3

=====

Look up the multiplicity of the second one.
5